Entry 1:
{"formula": "C38H32CaF6N8O6S2", "method": "wB97M-V/def2-TZVPD", "e_homo_ev": -9.026, "orbital_gap_ev": 9.024, "symbols": ["Ca", "C", "C", "C", "C", "C", "C", "C", "N", "N", "C", "C", "C", "C", "C", "C", "N", "C", "C", "C", "C", "C", "C", "N", "H", "H", "H", "H", "H", "H", "H", "H", "H", "H", "H", "H", "H", "H", "H", "H", "H", "H", "H", "H", "F", "C", "F", "F", "S", "O", "O", "N", "S", "O", "O", "C", "F", "F", "F", "N", "C", "C", "C", "C", "C", "C", "C", "N", "C", "C", "N", "C", "H", "H", "H", "H", "H", "H", "H", "O", "C", "O", "C", "C", "C", "C", "C", "C", "H", "H", "H", "H", "H"], "positions_angstrom": [[-0.12, 0.28, -0.32], [2.69, -2.04, -0.30], [3.55, -0.82, 0.05], [3.46, 0.29, -0.96], [4.59, 1.04, -1.31], [4.47, 2.05, -2.25], [3.23, 2.28, -2.82], [2.16, 1.50, -2.42], [2.27, 0.54, -1.50], [1.59, -2.20, 0.65], [0.62, -3.18, 0.20], [-0.72, -2.98, 0.87], [-1.37, -4.01, 1.53], [-2.62, -3.79, 2.08], [-3.20, -2.54, 1.92], [-2.48, -1.57, 1.24], [-1.27, -1.77, 0.75], [2.11, -2.53, 2.00], [1.90, -1.48, 3.06], [2.97, -0.81, 3.62], [2.74, 0.13, 4.60], [1.44, 0.36, 5.00], [0.43, -0.38, 4.40], [0.64, -1.29, 3.46], [3.32, -2.94, -0.32], [2.26, -1.93, -1.29], [4.60, -1.10, 0.16], [3.22, -0.41, 1.00], [5.54, 0.81, -0.85], [5.33, 2.64, -2.53], [3.08, 3.06, -3.57], [1.17, 1.67, -2.83], [0.95, -4.22, 0.37], [0.48, -3.06, -0.88], [-0.88, -4.98, 1.61], [-3.14, -4.58, 2.60], [-4.18, -2.32, 2.30], [-2.90, -0.58, 1.08], [3.18, -2.76, 1.93], [1.62, -3.45, 2.35], [3.98, -1.02, 3.26], [3.56, 0.68, 5.05], [1.20, 1.09, 5.77], [-0.59, -0.25, 4.72], [-4.96, 1.29, -2.80], [-3.74, 1.74, -3.07], [-3.40, 1.38, -4.30], [-3.72, 3.06, -2.98], [-2.54, 1.05, -1.86], [-3.01, 1.40, -0.56], [-1.24, 1.57, -2.23], [-2.56, -0.53, -2.02], [-1.40, -1.21, -2.92], [-0.16, -1.26, -2.17], [-1.33, -0.80, -4.28], [-2.03, -2.94, -2.93], [-3.12, -3.03, -3.68], [-2.29, -3.38, -1.71], [-1.07, -3.70, -3.47], [-8.21, 2.31, 8.15], [-7.38, 2.31, 7.36], [-6.34, 2.32, 6.37], [-5.48, 3.41, 6.27], [-4.48, 3.41, 5.31], [-4.35, 2.33, 4.45], [-5.21, 1.24, 4.54], [-6.20, 1.23, 5.51], [-3.33, 2.33, 3.48], [-2.82, 3.41, 2.79], [-1.83, 2.92, 2.00], [-1.70, 1.56, 2.18], [-2.60, 1.25, 3.06], [-5.59, 4.25, 6.94], [-3.79, 4.24, 5.25], [-5.13, 0.42, 3.85], [-6.88, 0.39, 5.59], [-3.24, 4.40, 2.90], [-1.23, 3.45, 1.28], [-2.78, 0.26, 3.47], [0.43, 2.52, 0.07], [1.26, 2.11, 0.93], [1.26, 0.93, 1.36], [2.35, 3.05, 1.37], [3.35, 2.59, 2.23], [4.39, 3.43, 2.59], [4.44, 4.73, 2.10], [3.44, 5.18, 1.24], [2.40, 4.35, 0.88], [3.28, 1.58, 2.60], [5.16, 3.08, 3.26], [5.25, 5.38, 2.38], [3.48, 6.20, 0.86], [1.63, 4.68, 0.20]], "lowdin_charge": [1.392, -0.177, -0.102, -0.266, -0.015, -0.054, -0.046, -0.110, 0.068, -0.140, -0.147, -0.276, -0.016, -0.049, -0.049, -0.141, 0.054, -0.109, -0.278, -0.050, -0.081, -0.054, -0.137, 0.139, 0.125, 0.106, 0.118, 0.088, 0.113, 0.109, 0.107, 0.105, 0.129, 0.101, 0.115, 0.110, 0.103, 0.083, 0.122, 0.126, 0.115, 0.110, 0.103, 0.093, 0.155, -0.682, 0.158, 0.155, 0.556, -0.265, -0.348, -0.282, 0.627, -0.408, -0.240, -0.681, 0.161, 0.152, 0.146, 0.159, -0.183, -0.233, -0.014, 0.004, -0.181, 0.004, -0.014, -0.023, -0.038, -0.112, 0.095, -0.168, 0.124, 0.117, 0.114, 0.124, 0.118, 0.096, 0.120, -0.141, -0.646, -0.147, -0.120, -0.020, -0.078, -0.092, -0.080, -0.017, 0.081, 0.099, 0.099, 0.100, 0.116]}

Entry 2:
{"formula": "C38H32ClN2O4PdSb2", "method": "wB97M-V/def2-TZVPD", "e_homo_ev": [-11.316, -11.309], "total_charge": 1, "orbital_gap_ev": [6.619, 6.620], "symbols": ["Pd", "C", "C", "C", "Sb", "C", "C", "C", "C", "C", "C", "C", "C", "C", "C", "C", "C", "Sb", "C", "C", "C", "C", "C", "C", "C", "C", "C", "C", "C", "C", "H", "H", "H", "H", "H", "H", "H", "H", "H", "H", "H", "H", "H", "H", "H", "H", "H", "H", "H", "H", "H", "H", "H", "H", "H", "H", "O", "C", "O", "C", "C", "Cl", "N", "N", "C", "C", "O", "O", "C", "C", "C", "C", "C", "C", "H", "H", "H", "H", "H", "H"], "positions_angstrom": [[-0.12, -0.99, -0.75], [0.06, 0.11, 2.72], [-1.08, 1.07, 3.03], [-2.03, 1.33, 1.86], [-2.28, -0.34, 0.53], [-2.68, -1.88, 1.90], [-2.33, -3.18, 1.58], [-2.58, -4.21, 2.48], [-3.18, -3.93, 3.70], [-3.54, -2.63, 4.02], [-3.29, -1.60, 3.12], [-4.12, 0.02, -0.41], [-5.24, 0.27, 0.38], [-6.48, 0.47, -0.22], [-6.59, 0.40, -1.60], [-5.48, 0.15, -2.38], [-4.24, -0.04, -1.78], [1.16, 0.54, 0.95], [3.18, 0.63, 1.41], [3.98, 1.61, 0.83], [5.31, 1.70, 1.20], [5.84, 0.80, 2.11], [5.05, -0.20, 2.66], [3.71, -0.29, 2.30], [0.68, 2.52, 0.42], [0.97, 3.55, 1.31], [0.59, 4.85, 1.01], [-0.07, 5.12, -0.19], [-0.34, 4.10, -1.08], [0.04, 2.80, -0.78], [-0.31, -0.91, 2.55], [0.79, 0.04, 3.53], [-0.70, 2.03, 3.40], [-1.64, 0.64, 3.87], [-1.64, 2.12, 1.21], [-3.02, 1.66, 2.18], [-1.84, -3.42, 0.63], [-2.31, -5.22, 2.23], [-3.38, -4.73, 4.40], [-4.01, -2.41, 4.96], [-3.58, -0.59, 3.39], [-5.17, 0.31, 1.46], [-7.35, 0.66, 0.39], [-7.56, 0.55, -2.06], [-5.57, 0.10, -3.46], [-3.37, -0.24, -2.40], [3.57, 2.31, 0.12], [5.94, 2.47, 0.76], [6.88, 0.87, 2.38], [5.47, -0.91, 3.35], [3.10, -1.08, 2.71], [1.48, 3.36, 2.24], [0.80, 5.65, 1.70], [-0.36, 6.14, -0.42], [-0.83, 4.32, -2.02], [-0.18, 2.00, -1.49], [5.05, -4.00, -0.42], [4.83, -3.52, -1.63], [5.53, -3.77, -2.57], [3.63, -2.64, -1.80], [3.31, -1.98, -2.99], [4.10, -1.93, -4.49], [2.15, -1.32, -2.81], [1.70, -1.53, -1.56], [2.57, -2.33, -0.93], [2.32, -2.62, 0.54], [3.14, -3.30, 1.15], [1.29, -2.07, 1.01], [1.41, -0.44, -3.64], [2.02, 0.69, -4.18], [1.25, 1.56, -4.93], [-0.10, 1.31, -5.13], [-0.69, 0.18, -4.59], [0.06, -0.71, -3.85], [4.35, -3.74, 0.24], [3.07, 0.88, -4.00], [1.71, 2.44, -5.36], [-0.69, 2.00, -5.72], [-1.74, -0.02, -4.77], [-0.37, -1.64, -3.47]], "lowdin_charge": [0.395, -0.338, -0.327, -0.339, 1.516, -0.387, -0.129, -0.067, -0.062, -0.067, -0.131, -0.384, -0.120, -0.068, -0.065, -0.073, -0.139, 1.635, -0.357, -0.120, -0.064, -0.052, -0.047, -0.112, -0.405, -0.124, -0.061, -0.061, -0.069, -0.150, 0.031, 0.078, 0.107, 0.102, 0.032, 0.066, 0.095, 0.112, 0.111, 0.111, 0.094, 0.096, 0.113, 0.112, 0.109, 0.080, 0.101, 0.112, 0.115, 0.118, 0.103, 0.111, 0.113, 0.112, 0.110, 0.081, 0.139, -0.506, 0.096, -0.022, -0.560, 0.858, -0.068, -0.021, -0.101, -0.594, 0.075, -0.179, -0.232, -0.019, -0.054, -0.066, -0.071, -0.047, 0.055, 0.116, 0.114, 0.112, 0.107, 0.115]}

Entry 3:
{"formula": "C38H32N4P2S2TeTi", "method": "wB97M-V/def2-TZVPD", "e_homo_ev": -6.574, "orbital_gap_ev": 5.872, "symbols": ["Ti", "C", "S", "C", "S", "N", "N", "C", "C", "C", "C", "C", "C", "N", "H", "H", "H", "H", "H", "H", "H", "H", "Te", "C", "C", "C", "N", "C", "C", "C", "P", "C", "C", "C", "C", "C", "C", "C", "C", "C", "C", "C", "C", "P", "C", "C", "C", "C", "C", "C", "C", "C", "C", "C", "C", "C", "H", "H", "H", "H", "H", "H", "H", "H", "H", "H", "H", "H", "H", "H", "H", "H", "H", "H", "H", "H", "H", "H", "H", "H"], "positions_angstrom": [[-0.51, -0.29, -1.41], [-3.79, 2.74, -4.33], [-2.35, 1.80, -4.87], [-1.60, 1.38, -3.33], [-0.05, 0.52, -3.55], [-2.21, 1.65, -2.23], [-1.57, 1.27, -1.04], [-2.22, 1.61, 0.16], [-1.54, 1.46, 1.31], [-2.14, 1.49, 2.63], [-1.50, 1.00, 3.69], [-0.16, 0.44, 3.54], [0.46, 0.55, 2.37], [-0.14, 1.19, 1.27], [-4.50, 2.72, -5.15], [-3.52, 3.76, -4.08], [-4.24, 2.27, -3.45], [-3.25, 1.93, 0.14], [-3.16, 1.86, 2.70], [-1.98, 0.99, 4.66], [0.34, -0.06, 4.35], [1.46, 0.18, 2.21], [2.69, -1.79, -0.39], [2.83, -2.08, 1.68], [1.93, -2.90, 2.36], [2.04, -2.99, 3.74], [2.96, -2.35, 4.47], [3.81, -1.57, 3.80], [3.79, -1.41, 2.42], [0.62, -1.64, -0.55], [0.10, -2.91, -1.82], [-0.20, -4.43, -0.81], [-0.92, -4.48, 0.37], [-1.02, -5.66, 1.10], [-0.36, -6.81, 0.65], [0.37, -6.76, -0.53], [0.45, -5.58, -1.26], [-1.67, -2.27, -2.01], [-2.42, -1.70, -0.98], [-3.70, -1.21, -1.20], [-4.25, -1.25, -2.47], [-3.52, -1.79, -3.52], [-2.24, -2.29, -3.29], [0.81, 1.55, -0.18], [2.47, 1.90, 0.49], [2.65, 2.52, 1.73], [3.92, 2.88, 2.16], [5.02, 2.65, 1.34], [4.85, 2.06, 0.10], [3.58, 1.69, -0.32], [0.35, 3.28, -0.53], [0.55, 3.77, -1.82], [0.22, 5.08, -2.13], [-0.31, 5.91, -1.15], [-0.51, 5.43, 0.14], [-0.18, 4.11, 0.45], [1.16, -3.44, 1.84], [1.35, -3.63, 4.29], [4.55, -1.04, 4.40], [4.49, -0.73, 1.95], [-1.40, -3.59, 0.76], [-1.58, -5.69, 2.02], [-0.42, -7.72, 1.21], [0.89, -7.65, -0.88], [1.02, -5.54, -2.18], [-2.02, -1.69, 0.04], [-4.26, -0.78, -0.38], [-5.24, -0.85, -2.65], [-3.93, -1.81, -4.52], [-1.65, -2.68, -4.11], [1.80, 2.71, 2.37], [4.05, 3.34, 3.13], [6.01, 2.93, 1.68], [5.70, 1.89, -0.55], [3.45, 1.23, -1.29], [0.95, 3.13, -2.59], [0.38, 5.46, -3.13], [-0.57, 6.94, -1.38], [-0.92, 6.07, 0.91], [-0.34, 3.74, 1.45]], "lowdin_charge": [0.412, -0.404, 0.823, -1.078, 0.591, -0.028, -0.291, -0.118, -0.293, -0.046, -0.082, -0.069, -0.137, -0.148, 0.030, 0.036, 0.024, 0.123, 0.113, 0.101, 0.101, 0.094, 1.236, -0.575, -0.118, -0.153, 0.052, -0.158, -0.145, -0.919, 0.862, -0.385, -0.107, -0.084, -0.088, -0.085, -0.113, -0.451, -0.187, -0.059, -0.056, -0.056, -0.095, 1.059, -0.350, -0.087, -0.070, -0.083, -0.080, -0.142, -0.327, -0.091, -0.074, -0.084, -0.071, -0.080, 0.080, 0.103, 0.102, 0.088, 0.093, 0.103, 0.101, 0.102, 0.093, 0.100, 0.117, 0.112, 0.113, 0.110, 0.104, 0.106, 0.103, 0.106, 0.081, 0.083, 0.105, 0.101, 0.104, 0.103]}

> What is the formula in the first record?

C38H32CaF6N8O6S2